1.
An isolated molecule of C5H5N3 at a distorted geometry, computed with wB97M-V/def2-TZVPD.

Its LUMO energy is 0.6 eV. Its SMILES is N#CC1(C#N)CCN1. The calculation puts the electronic energy at -9733.8339 eV. Its spin multiplicity is 1. Its HOMO-LUMO gap is 11.56 eV.

Atoms and positions in Å:
N1 -2.6805 0.6991 0.3738
C1 -1.5388 0.6233 0.1095
C2 -0.1676 0.5136 -0.3187
C3 0.1062 1.7733 -1.0040
N2 0.3223 2.7700 -1.5504
C4 0.7661 0.1054 0.8215
C5 0.4914 -1.3426 0.2616
N3 0.1151 -0.8052 -1.0471
H1 0.5305 0.3801 1.7985
H2 1.8052 0.4392 0.6646
H3 1.2417 -2.0852 0.3184
H4 -0.2543 -1.7683 0.9079
H5 -0.7372 -1.3027 -1.3357

Atom charges from the Löwdin analysis, given in e for atoms 1 to 4: 0.1927 -0.1611 -0.4623 -0.1360

=====

2.
An isolated molecule of C5H5N5O at a distorted geometry, computed with wB97M-V/def2-TZVPD.

Its LUMO energy is 0.0 eV. Its SMILES is Cn1cnc2ncnn2c1=O. The calculation puts the electronic energy at -14762.5660 eV. Its spin multiplicity is 1. Its HOMO-LUMO gap is 10.08 eV.

Atoms and positions in Å:
C1 0.0083 1.8102 -1.7435
N1 0.1569 0.8748 -0.6321
C2 1.5237 0.5281 -0.3162
N2 1.8851 -0.3633 0.5853
C3 0.6923 -0.8995 1.2385
N3 0.5690 -1.7032 2.3152
C4 -0.7702 -2.1099 2.1443
N4 -1.4627 -1.6068 1.1944
N5 -0.5474 -0.8299 0.6354
C5 -0.8471 -0.0658 -0.3961
O1 -1.9648 0.0549 -0.8738
H1 -0.2663 1.0999 -2.6206
H2 -0.8601 2.3966 -1.5063
H3 0.7245 2.4796 -2.1523
H4 2.3626 1.0982 -0.8859
H5 -1.2039 -2.7639 3.0137

Atom charges from the Löwdin analysis, given in e for atoms 1 to 4: -0.0372 -0.0330 -0.0930 0.1430

=====

3.
A cluster of 2 separate species, C5H5NO in total at a distorted geometry, computed with wB97M-V/def2-TZVPD.

Its LUMO energy is 0.3 eV. Its SMILES is [H]/N=C/C#C.C=C=O. The calculation puts the electronic energy at -8799.8466 eV. Its spin multiplicity is 1. Its HOMO-LUMO gap is 9.03 eV.

Atoms and positions in Å:
H1 1.3735 1.4804 1.6822
N1 1.0542 0.7842 1.0138
C1 1.5399 -0.3710 1.1528
C2 1.1658 -1.4221 0.2821
C3 0.8631 -2.3298 -0.4439
H2 2.2660 -0.6690 1.9228
H3 0.5955 -3.1212 -1.0796
C4 -1.2833 1.0472 -1.0771
C5 -2.4874 1.2510 -0.6768
O1 -3.5723 1.4377 -0.2919
H4 -0.4706 0.9819 -0.3697
H5 -1.0445 0.9308 -2.1147

Atom charges from the Löwdin analysis, given in e for atoms 1 to 4: 0.0694 0.1000 -0.2633 -0.1195

=====

4.
An isolated molecule of C5H5NO at a distorted geometry, computed with wB97M-V/def2-TZVPD.

Its LUMO energy is 0.6 eV. Its SMILES is N#C[C@@H]1C[C@@H]1C=O. The calculation puts the electronic energy at -8800.5065 eV. Its spin multiplicity is 1. Its HOMO-LUMO gap is 10.71 eV.

Atoms and positions in Å:
N1 -0.4835 -1.3170 -2.2098
C1 0.1951 -0.5586 -1.6516
C2 0.5341 0.5951 -0.8727
C3 0.8189 0.8482 0.5768
C4 -0.5244 0.2966 0.3079
C5 -0.6591 -1.1315 0.8494
O1 -1.5782 -1.4318 1.5682
H1 0.6884 1.4836 -1.5042
H2 1.5440 0.3160 1.1783
H3 0.7534 1.9174 0.7615
H4 -1.4664 0.8291 0.3294
H5 0.1780 -1.8471 0.6668

Atom charges from the Löwdin analysis, given in e for atoms 1 to 4: 0.1541 -0.2479 -0.1667 -0.0829

=====

5.
An isolated molecule of C5H5NO at a distorted geometry, computed with wB97M-V/def2-TZVPD.

Its LUMO energy is 0.6 eV. Its SMILES is N#C[C@@H]1C[C@@H]1C=O. The calculation puts the electronic energy at -8801.6807 eV. Its spin multiplicity is 1. Its HOMO-LUMO gap is 10.90 eV.

Atoms and positions in Å:
N1 0.9173 -2.0175 -1.6476
C1 0.5990 -0.9540 -1.3201
C2 0.2710 0.3749 -0.8455
C3 0.9759 0.7430 0.4442
C4 -0.4952 0.4773 0.4606
C5 -1.3392 -0.7386 0.7215
O1 -1.1435 -1.6750 1.4486
H1 0.0287 1.0953 -1.6173
H2 1.7080 0.0272 0.8072
H3 1.2674 1.7853 0.5577
H4 -1.0961 1.3832 0.5264
H5 -2.2239 -0.6834 0.0465

Atom charges from the Löwdin analysis, given in e for atoms 1 to 4: 0.1699 -0.1995 -0.2257 -0.0378

=====

6.
An isolated molecule of C5H5NO at a distorted geometry, computed with wB97M-V/def2-TZVPD.

Its LUMO energy is 0.7 eV. Its SMILES is C#C[C@@H](C#N)CO. The calculation puts the electronic energy at -8800.9381 eV. Its spin multiplicity is 1. Its HOMO-LUMO gap is 11.48 eV.

Atoms and positions in Å:
C1 1.3133 -1.0826 -1.6303
C2 0.6092 -0.2973 -1.0493
C3 -0.2272 0.5839 -0.2195
C4 -1.5202 0.9253 -0.8343
N1 -2.4819 1.3838 -1.2829
C5 -0.3565 -0.0344 1.2023
O1 0.8933 -0.1173 1.8307
H1 1.9213 -1.7687 -2.1816
H2 0.2367 1.5742 -0.1333
H3 -0.8423 -1.0170 1.1218
H4 -0.9802 0.6097 1.8259
H5 1.4345 -0.7596 1.3504

Atom charges from the Löwdin analysis, given in e for atoms 1 to 4: 0.1442 -0.1020 -0.2925 -0.1821